Record 1
C12H27BCsN4OTa | the ωB97M-V functional and the def2-TZVPD basis

Computed properties:
**HOMO**: -15.965 eV
**Energy relative to the best compared isomer or geometry (same formula, charge and spin)**: 10.67 kJ/mol
**DFT total energy**: -23652.0856 eV
**Frontier orbital gap**: 0.2892 hartree
**Net charge**: +2

Each line ends with the natural charge from an NBO analysis.
Element x y z (Å)
N1 -1.80099 -0.49816 0.89521  -0.92
C1 -2.88635 -1.05643 0.95513  0.95
O1 -3.94731 -1.56357 1.01425  -0.37
Cs1 -0.85204 2.62407 3.19194  0.99
Ta1 0.09977 -0.07950 0.78893  2.30
N2 0.16690 1.76700 0.07454  -0.77
N3 0.77551 -1.53417 -0.29171  -0.71
C2 -0.45556 2.54217 -1.04395  0.12
C3 0.15860 -2.52415 -1.18397  0.12
C4 -0.16405 4.03970 -0.90487  -0.62
C5 0.16925 2.10042 -2.36730  -0.63
C6 -1.95650 2.28686 -1.06332  -0.62
C7 -0.45804 -3.61513 -0.31229  -0.61
C8 1.22689 -3.11816 -2.09235  -0.63
C9 -0.92374 -1.84228 -2.01381  -0.62
H1 -0.47963 4.44190 0.06860  0.20
H2 -0.71864 4.56454 -1.69365  0.26
H3 0.90328 4.25574 -1.04704  0.22
H4 1.24618 2.30133 -2.38288  0.21
H5 -0.29426 2.66432 -3.18731  0.25
H6 0.02019 1.03009 -2.56763  0.21
H7 -2.21917 1.22611 -1.21565  0.22
H8 -2.37830 2.85192 -1.91360  0.26
H9 -2.45730 2.64447 -0.14876  0.21
H10 0.31014 -4.07255 0.32696  0.22
H11 -0.88814 -4.39125 -0.95855  0.25
H12 -1.25077 -3.21858 0.33310  0.20
H13 1.93886 -3.73010 -1.52910  0.22
H14 1.76608 -2.32317 -2.62038  0.22
H15 0.73685 -3.76052 -2.83145  0.25
H16 -1.35485 -2.60093 -2.68549  0.26
H17 -0.48364 -1.05185 -2.64497  0.22
H18 -1.72941 -1.42191 -1.40244  0.20
C10 1.62810 2.07437 0.29792  -0.44
H19 2.12968 1.26519 0.88301  0.20
H20 2.18580 2.19786 -0.64924  0.25
H21 1.73620 3.01524 0.87742  0.24
C11 2.08306 -1.90934 0.33302  -0.44
H22 2.24956 -1.32917 1.26652  0.21
H23 2.09567 -2.98076 0.59740  0.26
H24 2.91585 -1.69888 -0.35831  0.25
B1 0.12238 0.12576 5.37820  -0.68
C12 0.41421 -0.10863 3.92768  0.65
N4 0.47617 -0.12915 2.72387  -0.88
H25 0.95576 -0.51952 5.98825  0.15
H26 -1.02217 -0.28760 5.57146  0.13
H27 0.20991 1.34640 5.61662  0.07

Force components x, y, z for each atom (eV/Å):
0.801 0.319 0.103
-2.903 -1.204 0.203
2.989 1.356 -0.198
-0.554 1.043 0.343
-1.224 -0.818 -2.251
0.886 -0.625 0.275
0.377 0.949 1.373
0.143 -0.025 -0.430
-0.275 -0.336 -0.438
-0.035 0.063 0.246
-0.006 -0.262 -0.313
-0.378 0.106 -0.169
0.048 -0.256 0.090
-0.010 0.001 -0.243
0.158 -0.054 -0.569
-0.005 -0.041 -0.208
0.182 -0.045 0.286
-0.286 0.008 0.043
-0.237 0.006 -0.169
0.204 -0.152 0.167
-0.037 0.274 0.107
0.209 0.355 0.035
0.070 -0.289 0.424
0.173 -0.096 -0.226
-0.302 -0.049 -0.173
0.114 0.127 0.258
0.094 -0.091 -0.141
-0.093 0.069 -0.182
-0.055 -0.188 0.004
0.200 0.086 0.103
0.002 0.376 0.224
-0.216 -0.278 0.199
0.153 -0.126 -0.195
-0.491 0.484 -0.140
-0.003 0.164 -0.035
-0.295 -0.288 0.504
0.054 -0.657 -0.125
-0.094 0.005 -0.466
0.110 -0.134 -0.114
-0.065 0.568 0.143
-0.321 -0.019 0.330
0.038 0.013 0.956
-0.277 0.229 -2.828
0.812 -0.154 3.837
-0.238 0.188 -0.031
0.455 0.081 -0.263
0.128 -0.684 -0.346

=====

Record 2
C12H27Br3N10O7 | the ωB97M-V functional and the def2-TZVPD basis

Computed properties:
**HOMO**: -8.252 eV
**DFT total energy**: -252247.8601 eV
**Frontier orbital gap**: 0.2822 hartree
**Net charge**: 0

Each line ends with the natural charge from an NBO analysis.
Element x y z (Å)
C1 7.64206 20.67816 30.42666  -0.43
Br1 6.96927 22.37178 29.66404  0.10
Br2 6.13639 19.76911 31.32946  0.07
Br3 9.10616 21.17014 31.72250  0.05
H1 8.12451 20.01706 29.71724  0.23
C2 11.62618 17.05612 27.80659  -0.25
C3 10.75551 16.45488 26.88991  -0.26
C4 9.39966 16.45779 27.11240  0.26
C5 8.92186 17.00757 28.30475  -0.25
C6 9.75818 17.61769 29.22214  -0.28
C7 11.12684 17.63477 28.96571  0.28
O1 12.02306 18.09987 29.88235  -0.72
O2 8.51491 16.04019 26.14836  -0.68
H2 12.68512 16.91658 27.64323  0.23
H3 11.19482 16.05294 25.98602  0.23
H4 7.86133 17.07270 28.53061  0.21
H5 9.34040 18.05314 30.11779  0.21
H6 11.67954 18.00270 30.80062  0.52
H7 7.66681 16.46373 26.30675  0.48
C8 5.45263 25.83074 28.65505  0.79
O3 5.22899 25.86303 29.85829  -0.69
N1 5.64864 26.94027 27.87994  -0.83
N2 5.46220 24.67108 27.91576  -0.85
H8 6.00936 26.76892 26.96298  0.39
H9 5.73348 27.84582 28.30323  0.41
H10 5.06826 23.84783 28.33927  0.41
H11 5.65850 24.59578 26.93801  0.40
C9 12.25997 22.31661 29.81238  0.77
O4 12.49889 22.43032 28.60349  -0.69
N3 12.21815 21.06957 30.35875  -0.84
N4 12.05760 23.33007 30.70503  -0.84
H12 12.10763 21.01988 31.35566  0.37
H13 12.11587 20.20782 29.85154  0.43
H14 12.54085 24.17062 30.42507  0.40
H15 11.88604 23.16764 31.67586  0.39
C10 8.90519 20.45058 26.72538  0.77
O5 7.72544 20.53972 26.39251  -0.68
N5 9.77699 19.55237 26.18947  -0.84
N6 9.52000 21.39804 27.51887  -0.87
H16 9.41129 18.72020 25.76205  0.40
H17 10.76997 19.61996 26.30448  0.40
H18 8.95970 22.23110 27.56753  0.40
H19 10.52595 21.42320 27.59687  0.42
C11 10.12505 17.17398 32.85247  0.79
O6 11.20670 17.66938 32.50583  -0.72
N7 9.95337 15.92838 33.34720  -0.83
N8 8.98601 17.85882 32.59946  -0.85
H20 10.75026 15.32746 33.45783  0.41
H21 9.06001 15.53164 33.56220  0.39
H22 9.09868 18.82869 32.34449  0.41
H23 8.08008 17.51260 32.85684  0.39
C12 6.99473 25.20004 33.32475  0.77
O7 7.23248 24.60185 34.37117  -0.68
N9 6.57190 24.62634 32.16931  -0.86
N10 6.99422 26.56759 33.27907  -0.86
H24 6.12973 25.17472 31.44694  0.42
H25 6.37199 23.64436 32.14263  0.40
H26 7.37816 27.02855 34.08352  0.40
H27 6.75996 27.11649 32.47479  0.39

Force components x, y, z for each atom (eV/Å):
-0.175 1.139 1.143
0.486 -1.182 0.119
0.952 0.291 -0.464
-1.123 -0.285 -0.674
-0.284 0.195 -0.319
-0.636 -0.715 -0.120
0.773 0.359 -0.089
-0.801 0.619 0.565
-0.249 0.400 0.099
0.292 -0.228 -0.611
0.358 -0.450 0.503
0.082 0.369 0.217
0.342 -0.261 -0.202
0.102 0.396 0.162
-0.271 -0.160 -0.075
-0.084 -0.278 -0.310
0.130 -0.033 0.130
0.024 -0.021 -0.210
-0.089 -0.068 0.059
-0.333 0.089 -0.384
0.077 -0.017 -0.411
0.040 -0.325 0.194
-0.059 -0.479 0.777
0.059 0.474 -0.225
0.146 -0.080 0.055
0.054 0.098 0.086
-0.026 0.303 -0.169
0.438 -2.035 -1.117
-0.508 0.883 0.849
-0.180 0.473 1.063
0.373 0.814 -1.063
-0.040 -0.371 -0.007
0.168 0.031 -0.317
-0.331 0.135 0.317
0.137 -0.070 0.165
0.591 1.127 -1.190
0.259 -0.564 0.755
-0.324 -0.508 -0.060
-0.745 -0.662 0.045
0.002 0.107 -0.077
0.018 -0.064 0.259
0.428 0.256 0.265
-0.025 0.412 0.091
0.022 0.510 -1.286
-0.068 -0.628 0.580
0.608 -0.444 0.361
-0.363 0.070 0.230
0.103 0.162 -0.056
-0.151 0.172 -0.014
-0.143 -0.101 0.162
-0.050 0.150 0.058
-1.099 -0.098 0.733
0.422 0.035 -0.720
0.167 -0.228 -0.312
0.427 0.411 0.352
0.023 0.025 -0.066
0.092 -0.033 0.335
-0.079 0.035 -0.023
0.043 -0.148 -0.160

=====

Record 3
C12H27ClGaIN2OP2 | the ωB97M-V functional and the def2-TZVPD basis

Computed properties:
**HOMO**: -14.160 eV
**Energy relative to the best compared isomer or geometry (same formula, charge and spin)**: 0.00 kJ/mol
**DFT total energy**: -109469.8138 eV
**Frontier orbital gap**: 0.1981 hartree
**Net charge**: +2

Each line ends with the natural charge from an NBO analysis.
Element x y z (Å)
C1 0.18717 0.41269 -2.65913  -0.81
C2 0.62594 0.50669 -1.25271  0.70
H1 0.13507 1.42469 -3.10060  0.32
H2 -0.82448 -0.00364 -2.80012  0.29
H3 0.88426 -0.20205 -3.26962  0.30
O1 0.82140 1.42774 -0.52128  -0.37
I1 0.12580 -2.14442 1.66193  -0.17
Ga1 -0.14700 -2.25145 -1.17779  0.93
P1 2.37969 -1.05992 -0.64092  1.05
C3 3.16312 0.05854 0.60711  -0.93
C4 3.27600 -2.61185 -0.26710  -0.92
H4 4.35774 -2.37863 -0.32513  0.28
H5 4.46009 -0.61527 -1.98624  0.28
H6 2.99905 -3.41046 -0.97878  0.27
H7 3.03320 -1.12251 -2.93357  0.24
H8 3.07701 -0.45362 1.57443  0.26
H9 2.97353 -2.90721 0.74331  0.28
C5 3.36946 -0.51810 -2.08855  -0.97
H10 4.23540 0.27226 0.40318  0.28
H11 3.11435 0.52964 -2.24819  0.24
H12 2.61207 1.00839 0.67363  0.27
P2 -2.36673 -1.00865 -0.59002  0.95
C6 -3.17193 0.02019 0.71610  -0.92
C7 -3.23172 -0.37239 -2.08565  -0.97
H13 -2.85690 -3.34578 -1.13882  0.26
H14 -4.26428 -2.47652 -0.37041  0.28
H15 -2.81789 -2.98863 0.62217  0.27
C8 -3.16853 -2.62707 -0.35577  -0.96
H16 -2.88292 -0.97073 -2.93299  0.24
H17 -4.33615 -0.35697 -2.10756  0.29
H18 -4.24865 -0.18611 0.85107  0.28
H19 -3.06511 1.08424 0.46237  0.25
H20 -2.88056 0.66002 -2.19962  0.24
H21 -2.68816 -0.13629 1.68833  0.28
Cl1 -0.00757 -3.79927 -2.60888  -0.35
C9 -0.84395 4.13418 2.62432  -0.41
N1 -0.42494 2.73613 2.55739  -0.32
C10 0.38934 2.04725 3.42815  -0.05
C11 0.66214 0.83744 2.84830  -0.12
N2 -0.02660 0.74425 1.67934  -0.56
C12 -0.65798 1.90040 1.47634  0.15
H22 -1.93337 4.16286 2.41506  0.22
H23 -0.64534 4.55952 3.61249  0.24
H24 -0.27440 4.70299 1.85538  0.22
H25 0.75883 2.41282 4.35464  0.24
H26 1.35441 0.07708 3.19029  0.22
H27 -1.22992 2.22754 0.59409  0.19

Force components x, y, z for each atom (eV/Å):
-0.408 -0.305 -1.557
1.612 4.101 2.028
0.243 -0.242 0.382
0.423 0.023 0.362
-0.292 0.357 0.545
-0.562 -3.850 -3.434
0.003 -1.827 -1.818
-0.559 0.377 3.480
2.813 1.286 -0.094
-0.794 0.122 0.725
-0.836 -0.771 0.036
-0.663 -0.037 -0.011
-0.476 -0.095 0.287
0.284 0.284 0.327
0.247 0.189 -0.304
0.065 0.268 -0.169
0.246 -0.141 -0.206
-0.868 -0.070 -0.432
-0.757 -0.455 -0.297
0.214 0.068 -0.336
0.319 -0.391 0.091
-2.107 -0.518 -0.931
0.869 0.457 0.706
0.659 0.203 -0.202
-0.298 0.293 0.352
0.563 -0.212 0.060
-0.371 -0.170 -0.251
0.289 -0.218 0.171
-0.137 0.156 -0.130
0.522 -0.210 0.506
0.461 -0.386 -0.597
-0.024 -0.402 0.022
-0.187 -0.055 -0.297
-0.012 0.033 -0.259
0.057 0.657 0.159
-0.276 0.173 -0.505
0.048 -0.705 -0.517
0.031 -0.077 -0.776
-0.569 0.623 0.064
-0.700 1.100 -1.118
0.804 0.168 2.166
0.706 0.270 0.153
-0.056 -0.222 -0.241
-0.527 -0.222 0.598
0.004 0.588 0.404
-0.373 0.032 0.083
0.371 -0.249 0.776

=====

Look up the DFT total energy of the third one. -109469.8138 eV

=====

What is the net charge in the second record? 0

=====

DFT total energy of number 2 (C12H27Br3N10O7)? -252247.8601 eV

=====

The highest frontier orbital gap belongs to which entry? C12H27BCsN4OTa